Entry 1:
Formula: C3H6N4
Source: OMol25
Level of theory: the ωB97M-V functional and the def2-TZVPD basis

Geometry as XYZ:
```
13
Properties=species:S:1:pos:R:3:forces:R:3:nbo_charge:R:1
C -1.582 0.026 0.502 -0.26 0.07 0.84 -0.414
C 1.478 -0.965 0.084 0.64 0.86 0.33 0.218
C 0.287 1.334 -0.404 -0.71 -0.32 0.24 0.215
H -1.144 -0.064 1.520 -0.36 -0.04 -0.41 0.188
H -2.229 0.907 0.484 0.14 -0.01 -0.06 0.209
H -2.216 -0.859 0.296 0.55 0.46 -0.07 0.214
H 0.289 -1.417 -1.486 -0.32 0.55 1.10 0.378
H 2.038 -1.902 0.253 -0.69 0.35 -0.02 0.195
H -0.171 2.277 -0.641 -0.31 0.20 -0.35 0.187
N -0.524 0.172 -0.488 0.03 0.38 0.03 -0.306
N 0.246 -0.985 -0.534 0.36 -1.89 -2.05 -0.477
N 2.033 0.122 0.456 0.49 0.22 -0.06 -0.324
N 1.494 1.354 -0.043 0.44 -0.83 0.48 -0.282
```
Forces are in eV/Å.

Orbital gap (hartree): 0.3556
Energy above the lowest of the compared OMol25 structures with the same formula, charge and spin (eV): 3.006


Entry 2:
Formula: C17H47F6N16O15PS2
Source: OMol25
Level of theory: the ωB97M-V functional and the def2-TZVPD basis

Geometry as XYZ:
```
104
Properties=species:S:1:pos:R:3:forces:R:3:mulliken_charge:R:1
C -1.354 -9.246 -4.364 1.14 -0.75 0.72 -1.153
C -1.678 -8.562 -5.701 -1.18 -1.35 0.46 -0.309
N -1.528 -7.139 -5.623 0.70 4.63 0.21 0.229
C -0.344 -6.512 -5.255 -0.23 1.46 0.37 -0.425
C -0.567 -5.118 -5.187 1.04 -2.14 -0.04 -0.499
N -1.839 -4.887 -5.564 -1.32 -1.97 -0.35 0.150
C -2.419 -6.117 -5.823 0.37 0.11 0.40 -0.107
C -2.448 -3.525 -5.659 -0.43 -0.33 -0.85 -0.895
H -0.274 -9.263 -4.222 0.26 0.55 -0.05 0.341
H -1.498 -10.322 -4.270 -0.72 -0.10 -0.97 0.380
H -1.746 -8.906 -3.405 -0.48 0.81 -0.49 0.324
H -2.704 -8.707 -6.040 -0.02 -0.33 0.15 0.314
H -1.028 -8.986 -6.465 0.04 0.30 -0.06 0.257
H 0.515 -7.133 -5.048 0.07 0.43 0.06 0.427
H 0.029 -4.260 -4.912 0.41 -0.43 0.00 0.516
H -3.456 -6.286 -6.072 0.08 0.21 -0.08 0.381
H -1.764 -2.791 -6.085 0.52 -0.43 0.25 0.382
H -2.828 -3.136 -4.715 0.03 -0.48 0.02 0.326
H -3.225 -3.586 -6.421 -0.28 -0.07 0.38 0.350
P 0.011 0.979 0.229 -2.45 -1.26 2.06 1.182
F 0.706 1.255 1.664 0.31 0.24 -0.35 -0.353
F 1.128 1.554 -0.687 2.41 0.78 -0.01 -0.327
F 0.728 -0.511 0.299 -0.37 0.44 -0.32 -0.377
F -0.721 0.579 -1.122 -1.00 -0.29 -1.06 -0.365
F -1.382 0.394 0.988 1.21 0.04 0.07 -0.411
F -0.660 2.455 0.335 -0.12 -0.06 -0.46 -0.354
C -6.069 3.520 0.283 -2.83 1.10 0.49 0.653
O -7.107 4.170 0.353 0.03 0.28 -0.39 -0.680
N -5.707 2.673 1.205 0.45 -2.56 3.85 -0.397
N -5.245 3.461 -0.716 2.06 0.93 -3.60 -0.363
H -4.749 2.372 1.314 -0.33 -0.07 0.12 0.188
H -6.366 2.517 1.954 0.43 0.14 0.01 0.201
H -5.397 4.106 -1.478 0.43 -0.26 0.10 0.212
H -4.428 2.874 -0.634 -0.10 0.39 -0.57 0.185
C 2.316 -6.563 -0.473 -0.13 4.89 -1.34 0.640
O 3.135 -5.836 -0.980 1.52 0.83 -0.28 -0.645
N 2.403 -7.821 -0.357 0.17 -5.39 0.58 -0.353
N 1.114 -6.096 -0.076 -1.44 0.42 0.51 -0.385
H 1.523 -8.203 -0.039 0.96 -1.29 -0.12 0.144
H 3.156 -8.315 -0.815 -0.42 -0.16 0.23 0.239
H 0.433 -6.815 0.122 -0.36 1.06 0.51 0.138
H 1.038 -5.126 0.196 -0.32 -0.35 -0.10 0.225
C 4.125 6.290 0.540 -2.10 0.76 -1.69 0.630
O 3.087 6.497 -0.075 -0.02 0.46 -0.26 -0.668
N 5.159 7.098 0.575 3.31 3.14 -0.66 -0.443
N 4.284 5.216 1.244 -0.21 -3.93 2.07 -0.392
H 5.237 7.811 -0.137 -0.58 -0.01 0.12 0.250
H 6.089 6.783 0.809 -0.36 -0.35 0.25 0.210
H 5.071 4.994 1.837 -0.32 0.11 -0.24 0.177
H 3.508 4.577 1.146 0.26 -0.18 0.42 0.239
C 3.530 -2.789 5.929 0.41 2.01 5.14 0.624
O 3.783 -3.212 7.070 -0.06 0.26 -1.04 -0.672
N 3.245 -1.527 5.641 -1.08 3.71 -0.04 -0.409
N 3.592 -3.482 4.873 0.67 -5.33 -4.11 -0.353
H 2.637 -1.328 4.860 0.24 0.01 0.04 0.194
H 3.249 -0.797 6.339 -0.12 -0.57 0.17 0.207
H 3.465 -3.199 3.912 0.19 0.15 0.51 0.194
H 3.983 -4.387 5.092 -0.28 -0.22 -0.71 0.219
C 3.195 0.628 -6.382 -2.36 2.36 -1.16 0.679
O 3.104 0.762 -7.573 1.04 -0.95 -3.09 -0.686
N 3.681 -0.383 -5.742 1.81 -3.09 1.44 -0.368
N 2.580 1.575 -5.689 -0.72 1.54 2.44 -0.393
H 4.107 -1.082 -6.333 0.05 -0.02 0.56 0.218
H 3.640 -0.459 -4.735 0.24 -0.16 -0.39 0.184
H 2.514 1.545 -4.681 -0.22 0.42 -0.25 0.159
H 2.098 2.255 -6.259 0.13 -0.09 0.52 0.206
C -5.656 -4.256 -1.555 -0.74 -0.38 -2.19 0.698
O -6.372 -4.698 -2.433 -1.07 0.05 -0.44 -0.671
N -5.636 -3.078 -1.027 -2.92 5.53 0.75 -0.402
N -4.599 -4.851 -1.141 4.33 -4.38 1.48 -0.408
H -5.029 -2.710 -0.308 -0.12 -0.33 -0.36 0.177
H -6.334 -2.453 -1.402 0.09 0.21 0.44 0.208
H -4.173 -4.497 -0.297 0.31 -0.75 -0.27 0.186
H -4.495 -5.808 -1.448 0.23 0.09 0.56 0.218
C 6.482 0.303 -1.381 6.14 -1.41 -2.34 0.637
O 7.481 -0.348 -1.696 0.14 0.09 -0.62 -0.677
N 6.370 1.608 -1.616 -1.01 2.58 0.01 -0.434
N 5.536 -0.237 -0.739 -5.77 -1.47 2.84 -0.369
H 5.977 2.069 -0.808 0.00 0.68 -0.48 0.196
H 7.066 2.098 -2.159 0.06 -0.40 0.42 0.223
H 5.433 -1.228 -0.570 0.57 0.29 -0.21 0.230
H 4.672 0.286 -0.762 -0.26 -0.35 0.36 0.197
C -1.465 8.942 2.650 0.61 0.18 0.01 -0.306
C -0.372 9.651 3.449 -1.07 0.85 0.34 -0.223
O -1.081 10.675 4.160 -1.93 0.93 0.47 -0.349
S -2.750 10.456 4.268 0.91 1.00 0.57 1.067
O -3.418 11.542 3.528 1.59 -2.90 1.15 -0.508
O -3.148 10.268 5.671 0.97 -0.15 -3.23 -0.508
O -2.638 8.997 3.471 -0.78 0.86 1.04 -0.305
H -1.083 7.934 2.487 -0.88 -0.27 0.03 0.316
H -1.740 9.407 1.703 0.47 0.11 -0.03 0.301
H 0.364 10.150 2.819 0.00 -0.20 0.05 0.257
H 0.082 9.055 4.240 0.13 -0.43 -0.45 0.257
C -2.212 3.955 6.555 -0.03 0.63 -0.55 -0.225
C -0.739 3.715 6.762 0.81 -0.28 1.54 -0.283
O -0.582 2.291 7.072 -0.80 0.05 0.55 -0.317
S -1.993 1.767 7.790 1.31 -1.08 -1.86 1.057
O -2.102 2.243 9.147 -0.09 -0.07 -1.58 -0.512
O -2.119 0.324 7.524 -0.09 3.76 0.29 -0.510
O -2.827 2.724 6.695 -1.24 -3.03 1.69 -0.330
H -2.348 4.241 5.512 -0.51 0.30 0.22 0.276
H -2.636 4.648 7.282 0.08 0.28 -0.28 0.267
H -0.421 4.241 7.662 0.30 0.17 -0.18 0.268
H -0.164 4.049 5.898 0.24 -0.74 0.14 0.307
```
Forces are in eV/Å.

Orbital gap (hartree): 0.2752


Entry 3:
Formula: C38H42N3O
Source: OMol25
Level of theory: the ωB97M-V functional and the def2-TZVPD basis

Geometry as XYZ:
```
84
Properties=species:S:1:pos:R:3:forces:R:3:mulliken_charge:R:1
C 1.604 -4.665 -5.415 0.11 -0.07 -0.17 -1.654
C 1.226 -3.925 -4.160 -0.14 0.13 0.26 0.844
C -0.081 -3.994 -3.671 0.17 0.25 0.36 -0.763
C -0.475 -3.300 -2.519 0.21 -0.05 -0.38 1.141
C -1.880 -3.466 -2.038 -0.57 -0.38 0.01 -1.719
C 0.465 -2.487 -1.870 0.41 -0.74 -0.77 -0.250
N 0.055 -1.660 -0.782 -0.01 1.16 1.01 0.900
C -0.909 -0.700 -0.804 -0.43 -0.84 0.73 -0.222
C -1.925 -0.461 -1.831 0.04 0.75 -4.59 0.287
C -1.536 -0.259 -3.230 -0.13 -0.73 3.34 0.844
C -2.621 -0.324 -4.236 -0.32 0.12 -0.29 -2.303
C -0.178 -0.035 -3.621 0.76 0.18 -0.61 1.014
C 0.758 0.582 -2.759 -0.04 0.11 -0.37 0.467
C 2.048 0.878 -3.185 -0.11 -0.22 -0.18 -0.779
C 2.455 0.545 -4.480 0.28 0.09 0.20 -0.621
C 1.557 -0.075 -5.354 -0.18 -0.03 0.16 -0.892
C 0.263 -0.356 -4.940 -0.03 0.09 0.49 -1.152
O -3.127 -0.460 -1.485 -0.31 -0.25 1.18 -0.814
N -0.999 -0.159 0.435 1.07 -0.32 -0.36 1.494
C -2.044 0.666 0.968 -0.42 0.75 0.62 -0.936
C -2.314 1.938 0.444 -0.11 0.13 0.27 1.790
C -1.546 2.488 -0.713 -0.12 0.54 -0.44 -1.096
C -3.315 2.723 1.040 0.33 -0.44 -0.03 -1.447
C -4.031 2.276 2.153 0.13 -0.15 -0.12 0.692
C -5.119 3.128 2.746 -0.16 0.10 0.14 -1.520
C -3.719 1.020 2.679 0.24 0.07 -0.22 -1.145
C -2.734 0.206 2.099 -0.03 0.38 -0.13 1.260
C -2.445 -1.129 2.705 -0.36 -0.53 0.35 -1.402
C 0.083 -0.643 1.183 -0.80 0.33 0.19 -0.727
C 0.700 -1.579 0.454 0.16 -0.56 -0.64 -1.737
C 1.805 -2.463 -2.286 -0.27 0.03 -0.66 1.883
C 2.863 -1.666 -1.592 0.64 0.25 0.18 -2.524
C 2.159 -3.167 -3.449 -0.23 -0.08 0.26 -0.839
H 2.656 -4.490 -5.666 -0.20 -0.05 0.00 0.367
H 1.458 -5.748 -5.302 0.04 0.26 0.03 0.369
H 0.989 -4.349 -6.269 0.14 -0.01 0.24 0.352
H -0.823 -4.605 -4.194 0.22 0.17 0.19 0.457
H -2.036 -3.117 -1.012 -0.03 0.02 -0.26 0.059
H -2.601 -2.963 -2.699 0.23 0.04 0.31 0.187
H -2.141 -4.534 -2.062 0.10 0.23 0.05 0.656
H -2.285 0.107 -5.187 -0.23 -0.04 0.19 0.507
H -2.931 -1.364 -4.428 -0.08 0.18 0.00 0.275
H -3.504 0.222 -3.878 0.13 -0.18 -0.11 0.340
H 0.425 0.873 -1.759 0.27 0.16 -0.42 0.157
H 2.736 1.364 -2.490 -0.09 -0.09 -0.27 0.466
H 3.476 0.762 -4.798 -0.31 0.00 0.02 0.387
H 1.865 -0.344 -6.366 -0.03 0.10 0.30 0.422
H -0.438 -0.852 -5.616 0.29 0.17 0.17 0.378
H -1.851 3.529 -0.872 0.16 -0.19 -0.01 0.543
H -0.459 2.486 -0.560 -0.22 -0.13 0.00 0.177
H -1.769 1.947 -1.643 0.14 0.02 0.20 0.134
H -3.534 3.709 0.622 0.09 -0.33 0.09 0.414
H -5.464 2.713 3.698 0.03 0.10 -0.14 0.375
H -4.776 4.155 2.920 -0.03 -0.20 -0.02 0.360
H -5.988 3.194 2.077 0.22 -0.09 0.10 0.310
H -4.260 0.652 3.557 0.15 0.08 -0.32 0.377
H -3.319 -1.437 3.290 0.22 -0.04 -0.08 0.489
H -2.264 -1.910 1.955 0.05 0.23 0.16 0.123
H -1.594 -1.098 3.401 -0.13 -0.11 -0.19 0.238
H 0.252 -0.298 2.189 0.01 -0.20 -0.06 0.720
H 1.529 -2.227 0.680 -0.06 0.09 0.04 0.718
H 3.595 -1.310 -2.328 -0.18 -0.12 0.22 0.433
H 2.480 -0.782 -1.075 0.04 -0.21 -0.15 0.428
H 3.410 -2.275 -0.857 -0.11 0.05 -0.13 0.458
H 3.190 -3.106 -3.812 -0.36 -0.01 0.18 0.278
C 1.864 2.976 2.815 0.40 0.48 -0.56 -0.767
N 1.451 2.238 4.019 -2.66 -1.31 -0.51 0.447
C 2.373 2.124 5.122 0.93 -0.15 1.16 -0.188
C 3.323 1.098 5.117 -0.27 0.09 -0.24 -0.055
C 4.246 1.004 6.159 -0.15 0.26 0.11 -0.688
C 4.227 1.944 7.199 -0.20 0.01 -0.20 -0.366
C 3.276 2.973 7.197 0.13 -0.30 -0.16 -0.665
C 2.350 3.064 6.158 -0.23 -0.04 -0.37 -0.202
C 0.267 1.673 4.011 1.79 1.51 0.64 -0.417
H 2.878 3.342 2.981 -0.22 -0.04 -0.13 0.322
H 1.838 2.318 1.935 0.06 0.10 0.35 0.328
H 1.186 3.822 2.633 0.20 -0.24 0.20 0.375
H 3.323 0.386 4.291 0.10 0.09 0.25 0.436
H 4.978 0.194 6.153 -0.23 0.28 0.02 0.376
H 4.953 1.870 8.013 -0.29 0.04 -0.32 0.402
H 3.253 3.707 8.005 0.01 -0.25 -0.28 0.381
H 1.606 3.861 6.128 0.20 -0.14 0.12 0.415
H -0.073 1.151 4.907 0.14 -0.03 -0.33 0.323
H -0.384 1.871 3.154 0.07 -0.33 0.13 0.517
```
Forces are in eV/Å.

Total charge: +1
Orbital gap (hartree): 0.1028
Energy above the lowest of the compared OMol25 structures with the same formula, charge and spin (eV): 2.586


Entry 4:
Formula: C3H11N3
Source: OMol25
Level of theory: the ωB97M-V functional and the def2-TZVPD basis

Geometry as XYZ:
```
17
Properties=species:S:1:pos:R:3:forces:R:3:nbo_charge:R:1
C 0.181 -0.287 1.616 0.68 0.48 -0.28 -0.694
C -1.842 0.472 -0.024 2.53 -0.98 -0.11 -0.744
C -0.335 -0.637 0.250 -4.88 -0.08 1.62 0.415
N -0.478 -1.871 -0.028 1.27 -0.20 -0.83 -0.794
H -0.819 -2.050 -0.971 -0.64 0.02 0.30 0.325
H 0.565 0.732 1.611 0.14 -0.03 0.23 0.223
H -0.613 -0.357 2.356 -0.27 0.03 -0.20 0.228
H -2.423 0.071 -0.857 -0.02 -0.15 0.20 0.200
H -2.372 0.440 0.925 -0.04 -0.27 -0.15 0.220
H -1.590 1.517 -0.232 0.08 -0.07 0.07 0.192
H 0.951 -0.994 1.924 0.15 0.10 -0.14 0.224
N 0.809 0.358 -1.146 0.61 -2.37 -2.82 -0.696
N 2.045 0.744 -0.520 -1.35 1.67 -0.03 -0.631
H 2.702 -0.034 -0.525 -0.65 0.02 -0.19 0.370
H 0.986 -0.171 -2.005 0.54 -0.27 0.48 0.342
H -0.201 0.530 -1.354 1.67 2.31 1.80 0.469
H 2.433 1.538 -1.021 0.19 -0.20 0.06 0.351
```
Forces are in eV/Å.

Orbital gap (hartree): 0.3165
Energy above the lowest of the compared OMol25 structures with the same formula, charge and spin (eV): 5.410